No. 1
{
  "formula": "C18H16ClN4O2V",
  "method": "ωB97M-V with the def2-TZVPD basis set",
  "de_lowest_ev": 0.822,
  "e_tot_ha": -2468.98960,
  "spin_multiplicity": 2,
  "homo_energy_ev": [-12.34, -12.21],
  "s_squared": 0.9877,
  "charge": 1,
  "lumo_ha": [-0.1737, -0.1560],
  "species": ["C", "C", "N", "H", "C", "N", "H", "C", "H", "H", "H", "C", "C", "H", "H", "H", "H", "C", "C", "N", "N", "H", "H", "C", "C", "H", "C", "C", "C", "V", "H", "C", "O", "C", "C", "C", "C", "H", "H", "H", "O", "Cl"],
  "xyz": [[-1.698, 4.050, 2.136], [-1.443, 3.915, 3.495], [1.941, -2.539, -2.571], [0.684, 1.283, 3.407], [0.397, 1.307, 0.727], [-0.745, -0.186, -2.558], [-2.486, -0.804, -1.604], [-0.181, 0.271, -3.679], [-0.390, 2.825, 5.016], [-1.285, 3.289, 0.172], [-1.912, 4.591, 4.198], [-0.244, 2.191, 1.696], [-2.061, -0.414, -2.523], [-0.447, 0.904, -5.701], [-2.917, 0.522, -5.644], [0.892, 0.405, -3.664], [4.414, -2.530, 0.854], [-0.363, -3.667, 1.963], [0.014, 2.057, 3.061], [1.109, 0.243, 1.185], [1.887, -0.364, 0.258], [-2.361, 4.829, 1.783], [-1.429, -3.651, 1.759], [1.329, -1.828, -1.897], [0.349, -2.648, 1.151], [4.458, -0.753, 1.038], [2.521, -1.555, 0.715], [-0.932, 0.537, -4.808], [1.784, -2.555, 1.243], [0.317, -0.463, -0.731], [0.043, -4.654, 1.733], [-2.871, -0.161, -3.613], [-0.325, -1.938, 0.358], [3.986, -1.589, 0.519], [-1.100, 3.190, 1.233], [-0.588, 2.922, 3.957], [-2.299, 0.324, -4.779], [2.295, -3.394, 1.694], [4.184, -1.465, -0.550], [-0.179, -3.483, 3.023], [0.212, 1.445, -0.547], [-4.559, -0.459, -3.504]]
}

=====

No. 2
{
  "formula": "C18H16ClNO3Y",
  "method": "ωB97M-V with the def2-TZVPD basis set",
  "e_tot_ha": -1474.34021,
  "homo_energy_ev": -10.74,
  "charge": 1,
  "lumo_ha": -0.1403,
  "species": ["H", "C", "O", "H", "C", "C", "O", "H", "C", "C", "O", "H", "C", "C", "H", "C", "H", "C", "C", "C", "H", "Cl", "H", "H", "C", "H", "C", "C", "H", "H", "N", "H", "H", "H", "C", "Y", "C", "H", "C", "C"],
  "xyz": [[-1.108, 2.822, 2.515], [-0.142, 1.090, -2.545], [-2.304, -0.959, 0.666], [0.800, 2.706, 1.135], [0.434, 1.287, 2.683], [2.663, -1.952, -2.114], [1.018, -2.148, 1.218], [3.058, -1.622, -4.165], [-0.874, 1.860, 2.961], [1.843, -2.446, 0.163], [2.621, -3.391, 0.189], [-2.628, 1.826, 4.214], [0.658, -0.010, 3.289], [2.529, -1.337, -3.288], [-0.310, -1.821, 3.892], [1.417, 0.445, -4.703], [-0.920, 1.136, -1.790], [-0.429, -0.757, 3.803], [1.638, -0.212, -3.434], [-3.522, -0.285, 0.989], [0.435, 2.025, -5.746], [-2.715, -0.959, 5.227], [3.394, -2.778, -1.969], [2.018, 0.216, -5.618], [-0.313, 1.851, -3.700], [-3.259, 0.761, 1.005], [0.507, 1.469, -4.771], [-1.751, 1.260, 3.914], [-2.459, -1.932, 0.470], [-1.041, 2.680, -3.801], [0.843, -0.663, -1.219], [2.264, 1.668, 1.540], [-3.774, -0.570, 2.039], [1.663, -0.489, 3.258], [1.195, 1.765, 1.558], [-0.163, -0.387, 1.066], [0.834, 0.102, -2.350], [-4.281, -0.540, 0.239], [-1.610, -0.080, 4.248], [1.769, -1.631, -1.070]]
}

=====

No. 3
{
  "formula": "C18H16ClNS",
  "method": "ωB97M-V with the def2-TZVPD basis set",
  "smiles": "Clc1ccc2c(c1)C=C(N1CCCC1)c1ccccc1S2",
  "de_lowest_ev": 0.000,
  "e_tot_ha": -1608.62971,
  "homo_energy_ev": -7.59,
  "lumo_ha": 0.0162,
  "species": ["C", "C", "C", "N", "H", "C", "C", "C", "H", "H", "H", "H", "H", "H", "C", "C", "H", "H", "C", "C", "C", "S", "C", "C", "H", "C", "C", "H", "H", "C", "H", "H", "Cl", "C", "H", "H", "C"],
  "xyz": [[-0.433, -0.252, -0.128], [-0.922, 3.496, -0.345], [-1.147, 2.153, -0.177], [-1.642, -0.761, -0.663], [-1.174, -0.115, -2.622], [-2.045, -0.380, -2.023], [3.924, 0.137, 1.441], [-2.351, -1.957, -0.215], [-2.124, 1.814, 0.142], [-3.311, -3.433, -1.471], [-1.716, 4.240, -0.245], [2.444, 3.350, -1.006], [-1.620, -2.784, -0.075], [0.046, -2.049, 0.814], [1.413, 3.052, -0.851], [-2.710, -1.645, -2.596], [-3.452, -1.438, -3.365], [4.922, -0.285, 3.335], [1.664, -0.767, 1.294], [2.717, -0.026, 0.722], [4.052, -0.399, 2.720], [2.589, 0.697, -0.886], [1.160, 1.673, -0.702], [3.002, -1.118, 3.272], [0.602, 5.052, -0.659], [-3.298, -2.356, -1.356], [-0.123, 1.196, -0.306], [-2.794, 0.413, -1.990], [1.005, -1.857, 2.969], [0.374, 3.975, -0.649], [-4.331, -2.034, -1.221], [-1.927, -2.318, -3.001], [3.032, -1.662, 4.963], [0.403, -1.057, 0.626], [-2.850, -1.803, 0.747], [4.785, 0.602, 0.962], [1.834, -1.356, 2.542]]
}

=====

No. 4
{
  "formula": "C18H16F6N5O3S3SbV",
  "method": "ωB97M-V with the def2-TZVPD basis set",
  "de_lowest_ev": 0.000,
  "e_tot_ha": -4173.24979,
  "spin_multiplicity": 4,
  "homo_energy_ev": [-8.32, -8.48],
  "s_squared": 3.7801,
  "lumo_ha": [-0.0349, -0.1115],
  "species": ["C", "C", "C", "H", "H", "C", "S", "C", "C", "C", "N", "C", "V", "H", "C", "S", "O", "C", "C", "F", "H", "N", "Sb", "C", "F", "H", "N", "H", "C", "F", "H", "C", "N", "H", "H", "H", "C", "N", "H", "F", "H", "F", "S", "H", "C", "O", "C", "H", "O", "H", "H", "F", "C"],
  "xyz": [[0.254, -4.959, 1.817], [0.064, -3.668, 2.263], [2.645, 0.585, -2.795], [1.140, -2.368, -0.790], [4.438, -1.475, -4.769], [3.754, -1.162, -3.989], [-1.860, 3.757, 0.590], [3.125, -2.122, -3.229], [2.250, -1.748, -2.209], [3.530, 0.203, -3.770], [-0.417, 1.627, -0.276], [-0.911, 5.217, 1.075], [-1.027, -0.058, 0.928], [-0.398, 4.955, 2.002], [-3.690, 0.580, -0.280], [-3.163, 0.992, 1.341], [0.492, -0.764, -0.219], [1.002, 0.039, -1.033], [-0.664, -2.762, 1.494], [1.126, 0.797, 1.975], [-1.619, 6.024, 1.258], [-2.191, -1.042, -0.274], [0.735, 1.675, 3.668], [-0.292, -5.388, 0.602], [-0.847, 2.241, 2.777], [3.297, -3.179, -3.389], [-4.677, 1.328, -0.841], [0.859, 6.191, 0.306], [-2.054, -2.293, -0.514], [0.187, 2.582, 5.212], [-0.143, -6.405, 0.264], [-1.211, -3.179, 0.266], [-3.208, -0.399, -0.987], [-2.671, -2.708, -1.305], [-5.191, 1.958, -0.256], [4.045, 0.946, -4.365], [-0.512, 2.976, -0.085], [0.611, 1.363, -1.071], [2.443, 1.631, -2.612], [2.335, 1.087, 4.423], [-0.425, 5.960, -0.906], [-0.179, 0.129, 4.181], [0.835, 3.970, -0.509], [0.472, -3.320, 3.205], [1.982, -0.376, -2.004], [-0.844, -1.510, 1.927], [0.063, 5.530, -0.033], [0.829, -5.651, 2.421], [1.704, -2.734, -1.493], [-1.459, -4.817, -1.097], [-5.081, 1.019, -1.707], [1.544, 3.226, 2.965], [-1.025, -4.503, -0.153]]
}

=====

No. 5
{
  "formula": "C18H16I2IrN9OS",
  "method": "ωB97M-V with the def2-TZVPD basis set",
  "de_lowest_ev": 0.426,
  "e_tot_ha": -2361.06527,
  "homo_energy_ev": -12.69,
  "charge": 2,
  "lumo_ha": -0.2128,
  "species": ["C", "C", "I", "H", "H", "N", "C", "N", "C", "H", "H", "N", "C", "N", "C", "C", "H", "H", "H", "N", "C", "C", "O", "H", "N", "C", "C", "Ir", "H", "I", "C", "C", "H", "C", "N", "C", "N", "H", "N", "H", "C", "C", "H", "C", "H", "H", "S", "H"],
  "xyz": [[3.033, 3.094, -1.283], [0.522, 2.490, 1.273], [-1.987, -3.530, 2.967], [-1.773, 0.742, 2.656], [-3.922, 1.974, -2.643], [1.555, 1.559, -0.655], [-1.996, -1.396, 0.868], [1.960, -1.211, 0.295], [2.537, 1.858, -1.564], [3.800, 3.683, -1.753], [4.964, -2.216, 0.604], [2.586, -2.642, -2.783], [-4.002, -0.375, -0.182], [-0.194, 1.372, 1.345], [-4.471, 0.536, -1.153], [-2.606, -0.458, -0.005], [-1.486, 1.758, -2.174], [-1.330, 3.208, 3.804], [-4.838, -2.723, 2.124], [-1.745, 0.340, -0.721], [-3.585, 1.284, -1.883], [4.444, -3.099, 0.228], [-0.666, -1.432, 0.913], [0.517, 4.250, 2.437], [2.465, -1.891, -0.818], [-2.215, 1.164, -1.638], [3.549, -2.759, -0.901], [0.178, 0.008, -0.195], [-5.535, 0.623, -1.325], [-6.889, -1.186, 0.464], [-4.222, -2.083, 1.506], [1.464, 2.596, 0.177], [5.185, -3.811, -0.127], [1.845, -1.847, -2.022], [3.633, -3.209, -2.108], [-0.859, 2.727, 2.966], [0.151, 3.328, 2.256], [2.496, 4.431, 0.273], [2.343, 3.545, -0.183], [2.433, -2.876, -3.753], [-2.819, -2.186, 1.636], [-4.813, -1.222, 0.623], [3.886, -3.555, 1.047], [-1.074, 1.514, 2.383], [2.714, -0.729, 0.780], [1.513, -1.883, 0.927], [0.449, -0.951, -2.323], [2.803, 1.187, -2.362]]
}

=====

No. 6
{
  "formula": "C18H16I2NPPdS3",
  "method": "ωB97M-V with the def2-TZVPD basis set",
  "de_lowest_ev": 0.000,
  "e_tot_ha": -3008.78246,
  "spin_multiplicity": 5,
  "homo_energy_ev": [-14.64, -14.74],
  "s_squared": 6.0425,
  "charge": 2,
  "lumo_ha": [-0.2215, -0.3757],
  "species": ["C", "H", "H", "C", "C", "H", "H", "C", "H", "H", "C", "C", "I", "H", "C", "H", "H", "S", "H", "C", "I", "C", "C", "C", "S", "C", "H", "C", "C", "H", "C", "C", "H", "H", "H", "C", "S", "P", "N", "Pd", "H", "C"],
  "xyz": [[0.826, -2.350, 3.959], [2.298, 2.727, -4.816], [-1.934, -4.994, -4.907], [-0.006, -3.545, -2.564], [0.172, -1.201, 4.311], [1.471, -3.476, 2.220], [1.020, -3.118, 4.700], [-0.578, -4.613, -3.267], [-2.714, -2.658, -5.107], [0.669, 5.844, 3.271], [0.464, 4.869, 2.941], [-0.205, -0.231, 3.339], [1.815, 0.416, -5.841], [1.501, 1.610, 3.036], [-1.586, -2.022, -3.376], [-1.425, 5.537, 2.099], [-0.672, 0.712, 3.629], [1.139, 1.144, -0.669], [-1.939, 3.217, 1.255], [1.632, 1.971, -4.365], [-0.181, 3.027, -3.878], [-1.570, -4.276, -4.241], [-0.713, 4.692, 2.234], [-2.022, -2.957, -4.337], [-1.958, 0.523, -0.008], [0.956, 2.505, 2.752], [0.863, -3.685, -1.906], [0.670, -1.611, 1.610], [1.223, 3.762, 3.285], [1.904, 1.517, -3.396], [0.088, -0.418, 2.015], [-0.112, 2.380, 1.888], [2.037, 3.847, 4.039], [-0.213, -5.646, -3.150], [-0.049, -0.990, 5.340], [-1.028, 3.433, 1.733], [-2.298, -0.432, -3.304], [-0.245, 0.949, 0.858], [-0.564, -2.302, -2.567], [-0.564, 0.298, -1.966], [0.789, -1.892, 0.548], [1.036, -2.563, 2.605]]
}

=====

No. 7
{
  "formula": "C18H16MoN2O2S2",
  "method": "ωB97M-V with the def2-TZVPD basis set",
  "e_tot_ha": -1819.50239,
  "homo_energy_ev": -14.68,
  "charge": 2,
  "lumo_ha": -0.3354,
  "species": ["C", "H", "C", "H", "C", "C", "C", "H", "C", "C", "O", "C", "C", "N", "C", "H", "H", "H", "H", "H", "H", "N", "C", "H", "H", "C", "C", "H", "H", "H", "C", "Mo", "O", "S", "S", "C", "C", "H", "H", "C", "C"],
  "xyz": [[1.088, -1.971, 3.409], [2.771, 3.111, -0.840], [0.976, -1.080, 2.285], [4.295, 2.310, 0.718], [-2.696, -1.462, 0.296], [-2.938, -4.242, 0.125], [0.050, -3.369, 5.064], [-1.022, -2.401, 3.474], [2.351, 1.458, 0.476], [2.343, -2.191, 3.995], [-0.056, 1.453, -0.840], [3.684, 1.508, 1.119], [2.027, 2.379, -0.565], [1.889, -0.252, 1.929], [0.460, 3.284, -2.332], [3.405, -3.190, 5.555], [-4.235, -1.578, 1.796], [-1.349, -4.175, -1.311], [3.215, -1.723, 3.562], [-0.252, 4.036, -1.983], [3.578, 1.627, 2.199], [1.477, 0.532, 0.874], [-1.988, -3.613, -0.643], [-4.489, -4.020, 1.606], [-0.832, -3.821, 5.496], [-1.863, -2.218, -0.582], [-3.744, -3.508, 1.012], [-0.029, 2.714, -3.124], [1.372, -4.205, 6.526], [4.188, 0.549, 0.980], [-0.060, -2.577, 3.939], [-0.431, 0.060, 0.138], [-0.174, -1.011, 1.537], [-0.691, -1.432, -1.619], [-2.748, 0.292, 0.302], [0.843, 2.380, -1.223], [-3.609, -2.146, 1.120], [1.335, 3.790, -2.730], [-3.067, -5.313, 0.037], [2.440, -3.002, 5.105], [1.294, -3.581, 5.646]]
}

=====

No. 8
{
  "formula": "C18H16N2O",
  "method": "ωB97M-V with the def2-TZVPD basis set",
  "smiles": "O=C(CNc1ccccc1)Nc1cccc2ccccc12",
  "de_lowest_ev": 0.350,
  "e_tot_ha": -880.30256,
  "homo_energy_ev": -7.97,
  "lumo_ha": 0.0190,
  "species": ["H", "C", "H", "C", "H", "H", "H", "H", "C", "C", "C", "H", "C", "C", "H", "H", "H", "C", "C", "C", "H", "H", "H", "C", "C", "C", "C", "N", "N", "H", "O", "C", "H", "C", "C", "C", "H"],
  "xyz": [[0.058, 3.067, -0.232], [-3.752, 2.051, 0.657], [-1.946, -0.575, 1.758], [3.001, -1.881, 0.511], [-0.175, 0.699, 0.273], [5.336, 0.470, -0.167], [5.143, -1.918, 0.422], [-1.689, -2.658, 1.113], [0.934, 2.435, -0.210], [-4.257, 1.500, -0.509], [-1.640, -2.543, 0.027], [-1.601, -3.539, -0.423], [-2.923, 1.289, 1.460], [4.261, -1.302, 0.323], [-2.519, 1.706, 2.371], [2.279, 4.042, -0.695], [4.293, 2.628, -0.583], [-2.593, -0.007, 1.107], [3.314, 2.206, -0.407], [4.368, 0.021, -0.001], [-4.316, -0.212, -1.787], [-4.001, 3.064, 0.936], [0.552, -2.450, 1.283], [2.196, 2.990, -0.465], [-3.928, 0.210, -0.871], [-0.382, -1.763, -0.392], [0.803, 1.103, 0.070], [-2.834, -1.882, -0.443], [0.600, -1.754, 0.552], [-3.000, -2.031, -1.430], [-0.316, -1.188, -1.453], [1.859, -1.130, 0.382], [-4.905, 2.083, -1.147], [1.934, 0.260, 0.104], [-3.088, -0.567, -0.070], [3.218, 0.830, -0.110], [2.926, -2.934, 0.746]]
}